Here is a 2-piece molecular cluster, C5H9ClN2OS overall in a non-equilibrium geometry from the Open Molecules 2025 dataset. Energies are from ωB97M-V/def2-TZVPD.

For the energy above the lowest of the compared OMol25 structures with the same formula, charge and spin, the calculation gives 16.8 kcal/mol. For the molar mass, the calculation gives 180.66 g/mol. For the largest force on an atom, the calculation gives 4.21 eV/Å. As for the total charge: 0. Its gap between HOMO and LUMO is 8.57 eV. Its calculated total energy is -1238.9237 hartree.

Atoms and positions in Å:
C1 1.47556 -1.06802 -1.22755
C2 -1.35076 -0.08103 0.38562
C3 -1.55999 -0.38887 1.88813
C4 1.45378 -0.63827 1.12684
C5 -1.29824 1.35929 0.16537
N1 -1.48221 -1.02932 -0.46773
N2 1.45983 -0.24517 -0.25580
O1 -0.43592 3.36648 -1.09877
S1 -0.81304 1.97148 -1.23105
Cl1 1.48811 -2.85458 -1.28633
H1 1.26833 -0.48065 -2.21332
H2 -1.50835 -1.48058 2.04741
H3 -0.76525 -0.09942 2.59134
H4 -2.41755 0.05639 2.18670
H5 0.93264 -1.56957 1.29814
H6 0.88381 0.15839 1.76725
H7 2.46736 -0.76258 1.54738
H8 -1.49018 2.08081 1.05116
H9 -1.26895 -0.74111 -1.35783


Here is a single C4H6N4 molecule in a non-equilibrium geometry from the Open Molecules 2025 dataset. Energies are from ωB97M-V/def2-TZVPD.

For the energy above the lowest of the compared OMol25 structures with the same formula, charge and spin, the calculation gives 117.1 kcal/mol. For the molar mass, the calculation gives 110.12 g/mol. For the largest force on an atom, the calculation gives 4.75 eV/Å. As for the total charge: 0. Its gap between HOMO and LUMO is 8.20 eV. Its calculated total energy is -374.8748 hartree.

Atoms and positions in Å:
C1 -0.76011 -0.67553 0.09240
C2 -0.02940 1.70685 -0.08480
C3 0.64063 -1.02845 0.01903
C4 1.53464 0.14341 0.44489
N1 -1.90974 -0.76869 -0.12331
N2 -1.10677 2.09387 -0.07408
N3 -3.10574 -0.69122 0.07199
N4 1.25772 1.42355 -0.11661
H1 0.89901 -1.95380 0.56821
H2 0.80349 -1.15350 -1.01823
H3 1.21453 0.20713 1.59002
H4 2.62265 -0.19153 0.39690
H5 -3.74015 -0.65860 -0.63409
H6 1.67924 1.54651 -1.13233


Here is a single C3H4O3S molecule from the Open Molecules 2025 dataset. Energies are from ωB97M-V/def2-TZVPD.

For the energy above the lowest of the compared OMol25 structures with the same formula, charge and spin, the calculation gives 31.8 kcal/mol. As for the SMILES: O=C(O)C(=S)CO. For the molar mass, the calculation gives 120.13 g/mol. For the largest force on an atom, the calculation gives 0.92 eV/Å. As for the total charge: 0. Its gap between HOMO and LUMO is 8.12 eV. Its calculated total energy is -740.6089 hartree.

Atoms and positions in Å:
O1 -1.66738 -0.48661 0.94595
C1 -0.66164 -0.83311 0.36409
O2 -0.42147 -2.10322 0.05998
C2 0.38985 0.19176 -0.05099
S1 1.79588 -0.26718 -0.69906
C3 0.01628 1.62408 0.28055
O3 -1.24607 1.97599 -0.19261
H1 0.45746 -2.14424 -0.37624
H2 0.11749 1.72036 1.38566
H3 0.76680 2.27342 -0.19347
H4 -1.86340 1.43973 0.30059


Here is C22H25As2CoN3O9S as an isolated structure in a non-equilibrium geometry from the Open Molecules 2025 dataset. Energies are from ωB97M-V/def2-TZVPD.

For the energy above the lowest of the compared OMol25 structures with the same formula, charge and spin, the calculation gives 0.0 kcal/mol. As for the spin multiplicity: 5. For the molar mass, the calculation gives 716.30 g/mol. For the largest force on an atom, the calculation gives 5.12 eV/Å. As for the total charge: +1. Its gap between HOMO and LUMO (alpha / beta) is 6.24 / 5.62 eV. Its expectation value of S² is 6.069. Its calculated total energy is -7946.7915 hartree.

Atoms and positions in Å:
Co1 0.03726 -0.66433 3.08834
N1 -2.65507 -3.54460 4.41164
C1 -1.63942 -2.66889 4.18763
S1 -1.90972 -0.98082 3.99812
N2 -0.36123 -3.20947 4.12157
N3 0.60332 -2.34774 3.76025
C2 1.86426 -2.73923 4.10917
C3 3.00276 -2.10453 3.60878
C4 4.20402 -2.44697 4.25689
C5 5.35761 -1.74502 3.92466
C6 5.31386 -0.72908 2.92462
C7 4.12821 -0.43134 2.26408
C8 2.92287 -0.99442 2.72428
O1 1.78491 -0.49064 2.28833
H1 -3.54906 -3.11528 4.65680
H2 -2.45050 -4.50429 4.63991
H3 1.96793 -3.65669 4.68994
H4 4.11571 -3.24914 4.95841
H5 6.29135 -1.91169 4.42148
H6 6.21476 -0.11274 2.69616
H7 4.05232 0.23899 1.39288
C9 -2.13899 -1.65125 -4.68318
O2 -2.74110 -2.34535 -3.58305
C10 -2.61155 -1.89987 -2.26445
O3 -2.83128 -2.67977 -1.32554
C11 -2.15847 -0.41369 -2.00595
C12 -2.49391 0.64952 -2.75289
As1 -1.08969 2.05659 -3.04278
C13 0.07832 1.23226 -4.38894
C14 -0.03658 1.67864 -1.27885
C15 -0.78139 1.51808 -0.13747
As2 -2.11545 -0.04524 -0.03603
C16 -0.84596 -1.41821 0.52525
C17 -0.51708 2.04829 1.22326
O4 -0.56963 1.42806 2.29500
O5 -0.42555 3.41050 1.26061
C18 0.62638 3.93469 2.23091
C19 1.42208 1.74594 -1.16422
O6 2.06223 1.72284 -0.09721
O7 2.03836 1.79522 -2.40240
C20 3.46325 1.80754 -2.39060
C21 -3.94653 1.05746 -3.07777
O8 -4.95009 0.48084 -2.71235
O9 -3.93125 2.21335 -3.86640
C22 -5.23046 2.81273 -4.09573
H8 -2.12487 -2.22807 -5.64925
H9 -1.07272 -1.54137 -4.49678
H10 -2.50990 -0.66070 -4.92688
H11 -0.47759 1.28962 -5.32054
H12 0.36549 0.16293 -4.08663
H13 0.99307 1.84306 -4.36762
H14 0.12578 -1.32574 0.13601
H15 -1.36075 -2.29015 0.12920
H16 -0.80400 -1.45712 1.62240
H17 0.43555 4.99338 2.19827
H18 1.61932 3.72181 1.78464
H19 0.38306 3.51776 3.21232
H20 3.91582 1.12233 -3.14477
H21 3.73467 1.46485 -1.35624
H22 3.91884 2.78069 -2.64577
H23 -5.11712 3.90573 -4.21055
H24 -5.92998 2.60610 -3.26114
H25 -5.66651 2.36365 -4.96987


Here is a single C3H5NO2 molecule in a non-equilibrium geometry from the Open Molecules 2025 dataset. Energies are from ωB97M-V/def2-TZVPD.

For the energy above the lowest of the compared OMol25 structures with the same formula, charge and spin, the calculation gives 76.0 kcal/mol. For the molar mass, the calculation gives 87.08 g/mol. For the largest force on an atom, the calculation gives 1.23 eV/Å. As for the total charge: 0. Its gap between HOMO and LUMO is 8.49 eV. Its calculated total energy is -322.4532 hartree.

Atoms and positions in Å:
O1 2.69431 -0.26978 -0.12614
C1 1.51454 0.02072 -0.18921
N1 0.60148 -0.54587 0.75523
C2 -0.72140 -0.45084 0.27460
C3 -1.02690 0.89347 -0.17010
O2 0.88065 0.79987 -1.03579
H1 0.89943 -1.44619 1.10157
H2 -0.79064 -0.71289 -0.81283
H3 -1.48020 -1.05401 0.78106
H4 -0.55605 1.81912 0.07853
H5 -2.01522 0.94641 -0.65692


Here is C33H23BrN4NiO6 as an isolated structure from the Open Molecules 2025 dataset. Energies are from ωB97M-V/def2-TZVPD.

For the energy above the lowest of the compared OMol25 structures with the same formula, charge and spin, the calculation gives 0.0 kcal/mol. For the molar mass, the calculation gives 710.17 g/mol. For the largest force on an atom, the calculation gives 0.96 eV/Å. As for the total charge: -2. Its gap between HOMO and LUMO (alpha / beta) is 5.30 / 5.29 eV. Its calculated total energy is -6024.1580 hartree.

Atoms and positions in Å:
Ni1 1.07615 -1.58329 1.54720
C1 -2.87742 -0.90106 -4.15730
O1 -2.51800 0.31610 -3.54528
C2 -3.22069 0.68346 -2.43333
C3 -2.62780 1.66287 -1.63561
C4 -3.23195 2.06778 -0.46812
C5 -4.45617 1.51775 -0.06117
C6 -5.06660 0.59888 -0.89706
C7 -4.45094 0.15943 -2.06926
N1 -5.14452 1.96488 1.11014
N2 -4.51742 2.09647 2.19848
C8 -3.25615 1.53405 2.37632
C9 -2.31536 2.32025 3.04952
C10 -0.96368 2.05489 3.02980
C11 -0.44672 0.91543 2.33583
O2 0.76278 0.70305 2.11813
C12 -1.45966 -0.04934 1.87395
N3 -0.97565 -1.22734 1.42694
C13 -1.80993 -2.13159 0.95395
C14 -3.19606 -1.94179 0.97851
C15 -3.70739 -0.76152 1.45211
C16 -2.83278 0.25684 1.88022
H1 -2.12202 -1.09685 -4.91428
H2 -3.86214 -0.84057 -4.63586
H3 -2.87717 -1.72033 -3.43319
H4 -1.66151 2.05366 -1.92937
H5 -2.73544 2.79133 0.16609
H6 -6.02550 0.18792 -0.60165
H7 -4.93539 -0.59611 -2.67239
H8 -2.68553 3.23095 3.51124
H9 -0.25418 2.73256 3.48768
H10 -1.35717 -3.02987 0.55178
H11 -3.85002 -2.72529 0.61661
H12 -4.77759 -0.60631 1.49776
O3 2.59542 -2.88193 3.60105
C17 1.94599 -2.34890 2.78170
N4 5.29059 2.77304 4.56150
C18 5.00111 2.02105 3.73943
C19 4.67359 1.08894 2.69385
C20 5.03848 -0.24921 2.82143
C21 4.74201 -1.14049 1.80855
C22 4.09779 -0.70591 0.65533
C23 3.73914 0.63548 0.53233
C24 4.00703 1.52739 1.54877
H13 5.52425 -0.58687 3.72726
H14 4.97321 -2.18859 1.93810
H15 3.21591 0.94798 -0.36151
H16 3.69529 2.56058 1.47429
Br1 1.57034 -1.33841 -4.67765
C25 1.18401 -0.11168 -3.27093
C26 1.35543 1.22993 -3.58400
C27 1.13697 2.19980 -2.61754
C28 0.76217 1.81311 -1.33879
C29 0.61293 0.46696 -1.04671
C30 0.81447 -0.53122 -1.99789
C31 0.58117 -1.99844 -1.60260
O4 0.03381 -2.71157 -2.45241
O5 0.96001 -2.35390 -0.44786
H17 1.66646 1.50470 -4.58315
H18 1.26484 3.24713 -2.86666
H19 0.58915 2.54850 -0.56131
H20 0.32091 0.17653 -0.05033
C32 3.85983 -3.10267 -0.28902
C33 3.83749 -1.61663 -0.51448
O6 3.69659 -1.13595 -1.61718
H21 4.88177 -3.42424 -0.06128
H22 3.50837 -3.59194 -1.19316
H23 3.20308 -3.35984 0.54247


Here is a single C4H9NO2 molecule from the Open Molecules 2025 dataset. Energies are from ωB97M-V/def2-TZVPD.

For the energy above the lowest of the compared OMol25 structures with the same formula, charge and spin, the calculation gives 78.3 kcal/mol. As for the SMILES: COC/C(C)=N\O. For the molar mass, the calculation gives 103.12 g/mol. For the largest force on an atom, the calculation gives 0.67 eV/Å. As for the total charge: 0. Its gap between HOMO and LUMO is 10.46 eV. Its calculated total energy is -362.9607 hartree.

Atoms and positions in Å:
C1 2.04772 0.24913 -0.27221
O1 1.35263 -0.38738 0.77471
C2 0.11330 0.21859 1.07158
C3 -0.97072 -0.13394 0.06945
C4 -1.18794 -1.57611 -0.26768
N1 -1.73169 0.68758 -0.54051
O2 -1.43894 2.03197 -0.22555
H1 3.02835 -0.22902 -0.34219
H2 1.52969 0.14074 -1.23738
H3 2.19100 1.32217 -0.07087
H4 0.21254 1.30591 1.16502
H5 -0.19458 -0.19263 2.03856
H6 -1.65001 -2.10863 0.57010
H7 -0.22652 -2.05043 -0.48483
H8 -1.84267 -1.64062 -1.13981
H9 -1.23216 2.36266 -1.10840


Here is C28H51NSSbSiTi as an isolated structure in a non-equilibrium geometry from the Open Molecules 2025 dataset. Energies are from ωB97M-V/def2-TZVPD.

For the energy above the lowest of the compared OMol25 structures with the same formula, charge and spin, the calculation gives 18.4 kcal/mol. For the molar mass, the calculation gives 631.50 g/mol. For the largest force on an atom, the calculation gives 2.61 eV/Å. As for the total charge: +1. Its gap between HOMO and LUMO is 7.38 eV. Its calculated total energy is -2929.4471 hartree.

Atoms and positions in Å:
Ti1 -14.23677 -8.62885 3.40904
C1 -14.01902 -6.50123 2.73098
C2 -14.29087 -7.10608 1.42411
C3 -15.69926 -7.45285 1.34585
C4 -16.33204 -7.06989 2.56928
C5 -15.31530 -6.52896 3.46284
C6 -15.62028 -5.79685 4.72730
C7 -17.80463 -6.84305 2.71677
C8 -16.40972 -7.91970 0.12819
C9 -13.38256 -7.03919 0.23546
C10 -12.89123 -5.56264 3.02158
H1 -15.92378 -4.74414 4.55901
H2 -14.69793 -5.76569 5.35173
H3 -16.42372 -6.29055 5.34188
H4 -18.11523 -5.80239 2.44192
H5 -18.08034 -6.98589 3.79572
H6 -18.39014 -7.57264 2.13202
H7 -16.40992 -7.20931 -0.72108
H8 -17.47343 -8.19002 0.33094
H9 -15.90662 -8.82952 -0.28210
H10 -13.54890 -6.11671 -0.37711
H11 -13.50168 -7.90985 -0.43212
H12 -12.31911 -7.05116 0.57984
H13 -12.66124 -5.56449 4.11759
H14 -13.13921 -4.54543 2.71977
H15 -12.01407 -5.89094 2.43904
C11 -9.72736 -13.90132 2.72202
Si1 -10.20109 -12.09884 2.94274
C12 -8.93773 -11.04676 2.00633
C13 -10.11337 -11.70247 4.79473
C14 -11.92794 -11.78953 2.29668
C15 -12.60905 -12.78135 1.58597
C16 -13.90132 -12.59067 1.04014
C17 -14.51786 -11.39810 1.31594
N1 -13.91735 -10.42439 2.02313
C18 -12.62299 -10.54548 2.39627
S1 -11.95860 -9.01218 2.99724
H16 -8.66857 -13.98036 2.99898
H17 -9.82214 -14.27619 1.69404
H18 -10.26925 -14.58107 3.40555
H19 -7.92362 -11.52760 2.14023
H20 -8.85295 -10.01916 2.40663
H21 -9.16001 -10.96641 0.92098
H22 -9.10097 -11.97922 5.16493
H23 -10.86041 -12.26989 5.36079
H24 -10.34076 -10.60864 4.96195
H25 -12.09125 -13.70767 1.28138
H26 -14.35719 -13.34545 0.42046
H27 -15.48262 -11.14642 0.89562
C19 -14.35009 -7.62751 7.71516
C20 -14.94645 -8.74212 6.80902
C21 -14.97376 -10.04768 7.64559
C22 -14.16511 -8.92008 5.48535
H28 -14.96246 -7.43783 8.58537
H29 -14.20750 -6.64017 7.21643
H30 -13.34073 -7.99038 8.04879
H31 -16.00115 -8.50474 6.56725
H32 -13.94358 -10.30816 8.04200
H33 -15.37103 -10.88943 7.05124
H34 -15.62678 -9.93268 8.55289
H35 -13.76744 -9.95541 5.39281
H36 -13.22860 -8.26495 5.45431
C23 -18.83296 -12.20376 2.17852
C24 -18.39682 -10.75706 2.29839
Sb1 -16.96057 -10.31316 3.98833
C25 -16.26349 -12.38845 4.55777
C26 -17.03147 -13.06295 5.67930
C27 -18.41446 -9.92919 5.64692
C28 -19.75565 -10.56661 5.51133
H37 -19.85012 -12.22845 1.79216
H38 -18.83595 -12.73217 3.12633
H39 -18.16592 -12.72708 1.47670
H40 -19.20758 -10.01820 2.48708
H41 -17.87321 -10.37700 1.39130
H42 -15.23417 -12.21258 4.88020
H43 -16.30013 -12.95516 3.60793
H44 -16.95776 -12.39920 6.56712
H45 -16.66871 -14.06085 5.95863
H46 -18.08506 -13.17800 5.43981
H47 -18.48157 -8.81529 5.50626
H48 -17.84631 -10.20057 6.55087
H49 -20.12787 -10.46507 4.48229
H50 -20.50154 -10.15940 6.19692
H51 -19.69231 -11.64592 5.73473